Here is a structure of composition C20H37F3N2Re at a distorted geometry from the Open Molecules 2025 dataset. Energies are from ωB97M-V/def2-TZVPD.

Positions of all 63 atoms, in Å:
1 Re 0.055 0.239 -1.116
2 C -1.225 0.046 0.577
3 C -0.197 -1.006 0.688
4 C 1.056 -0.309 0.923
5 C 0.747 1.089 0.942
6 C -0.632 1.330 0.789
7 C -1.341 2.638 1.087
8 C -1.815 2.475 2.546
9 C -0.377 3.821 0.989
10 C -2.564 2.903 0.201
11 C 2.478 -0.809 1.204
12 C 2.456 -1.837 2.346
13 C 3.356 0.355 1.688
14 C 3.131 -1.400 -0.056
15 C -0.644 -2.478 0.699
16 C -0.838 -2.895 2.169
17 C 0.307 -3.436 -0.020
18 C -2.023 -2.612 0.028
19 H -2.283 -0.148 0.512
20 H 1.483 1.864 1.071
21 H -0.984 2.237 3.211
22 H -2.570 1.693 2.639
23 H -2.258 3.413 2.884
24 H 0.424 3.756 1.726
25 H -0.918 4.746 1.186
26 H 0.067 3.902 -0.007
27 H -3.169 2.008 0.028
28 H -2.282 3.368 -0.746
29 H -3.217 3.620 0.697
30 H 1.902 -1.460 3.207
31 H 3.483 -2.010 2.666
32 H 2.045 -2.798 2.058
33 H 2.973 0.795 2.611
34 H 3.476 1.134 0.938
35 H 4.351 -0.034 1.904
36 H 2.480 -2.087 -0.595
37 H 4.023 -1.959 0.231
38 H 3.451 -0.612 -0.737
39 H 0.093 -2.919 2.723
40 H -1.275 -3.894 2.199
41 H -1.524 -2.216 2.677
42 H 1.293 -3.490 0.429
43 H 0.433 -3.165 -1.073
44 H -0.116 -4.439 0.006
45 H -2.819 -2.163 0.620
46 H -2.263 -3.669 -0.074
47 H -2.072 -2.171 -0.974
48 N -1.261 1.450 -2.381
49 C -1.875 0.664 -3.494
50 C -0.828 -0.280 -4.019
51 N -0.326 -1.063 -2.846
52 H -2.007 1.868 -1.829
53 H -0.739 2.235 -2.767
54 H -2.254 1.325 -4.271
55 H -2.719 0.110 -3.081
56 H 0.019 0.260 -4.443
57 H -1.227 -0.943 -4.785
58 H 0.541 -1.539 -3.096
59 H -0.985 -1.811 -2.628
60 F 2.600 1.944 -1.066
61 C 1.588 1.518 -1.782
62 F 1.307 2.458 -2.690
63 F 2.012 0.390 -2.523

Summary:
Frontier orbital gap (alpha / beta), eV: 8.185 / 7.717
Net charge: +2
HOMO (alpha / beta), eV: -16.18 / -16.26
Spin multiplicity: 2
F_max, eV/A: 1.0
E_LUMO (alpha / beta), eV: -7.997 / -8.540

Here are the Mulliken charges for atoms 1 to 2, given in e: number 1, Re, carries 1.12; number 2, C, carries -0.33